[1]
18
Properties=species:S:1:pos:R:3 method="wB97M-V/def2-TZVPD" orbital_gap_ev="6.59 / 6.27" lumo_ev="-9.8 / -9.8" homo_energy_ha="-0.6041 / -0.5919" max_force_ha_per_bohr=0.12431 spin_multiplicity=8 total_charge=+2 e_above_lowest_ev=0.000 s2=16.182
O 0.005 2.363 -2.954
C 0.005 1.265 -2.412
Gd -0.035 0.015 -0.438
O -0.006 3.537 0.553
C -0.014 2.472 0.109
C 0.016 -0.085 -3.108
O 0.023 -1.139 -2.383
C 2.211 1.077 -0.957
O 3.274 1.318 -1.356
C -2.275 1.055 -1.032
O -3.342 1.325 -1.398
H 0.014 -0.148 -4.186
C 0.021 -2.481 3.635
C 0.029 -1.608 2.492
N 0.021 -0.856 1.621
H 0.904 -3.132 3.631
H -0.882 -3.105 3.634
H 0.032 -1.874 4.550

=====

[2]
10
Properties=species:S:1:pos:R:3 method="wB97M-V/def2-TZVPD" orbital_gap_ev="8.16 / 2.98" lumo_ev="-5.0 / -7.4" homo_energy_ha="-0.4852 / -0.3830" max_force_ha_per_bohr=0.05415 spin_multiplicity=1 total_charge=+1 e_above_lowest_ev=1.076
C -1.502 -1.206 -0.457
P 1.888 4.653 1.412
P -0.129 -2.159 -0.990
Cl 1.379 2.831 0.832
Cl -1.229 0.246 0.433
Cl 0.363 5.024 2.599
Cl -0.563 -3.505 -2.424
Cl 1.362 -1.019 -1.715
Cl 0.911 -3.305 0.338
H -2.480 -1.560 -0.027

=====

[3]
127
Properties=species:S:1:pos:R:3 method="wB97M-V/def2-TZVPD" orbital_gap_ev="4.97 / 4.92" lumo_ev="-1.8 / -1.9" homo_energy_ha="-0.2497 / -0.2497" max_force_ha_per_bohr=0.06414 spin_multiplicity=2 total_charge=0 e_above_lowest_ev=3.202 s2=0.765
Ir -0.143 0.228 0.396
C 0.415 -3.770 -0.597
C -0.916 -3.521 0.095
C -1.918 -4.586 -0.348
P -1.421 -1.735 -0.126
C -3.082 -1.798 0.757
C -3.132 -0.650 1.759
C -4.306 -1.763 -0.157
C -1.676 -1.597 -1.921
C -2.531 -2.380 -2.683
C -2.659 -2.184 -4.046
C -1.927 -1.178 -4.664
C -1.082 -0.381 -3.932
C -0.924 -0.571 -2.544
N -0.115 0.206 -1.795
C 0.271 1.458 -2.246
C 1.385 1.646 -3.058
C 1.693 2.907 -3.526
C 0.873 3.978 -3.214
C -0.217 3.805 -2.376
C -0.511 2.559 -1.847
P -1.832 2.054 -0.669
C -2.242 3.497 0.462
C -3.177 3.024 1.577
C -2.763 4.807 -0.121
C -3.237 1.883 -1.923
C -4.619 1.847 -1.279
C -3.221 2.898 -3.064
H 0.669 -4.827 -0.561
H 1.195 -3.219 -0.084
H 0.382 -3.456 -1.641
H -0.765 -3.617 1.178
H -1.905 -4.703 -1.428
H -2.937 -4.383 -0.028
H -1.616 -5.535 0.093
H -3.074 -2.733 1.329
H -3.176 0.293 1.219
H -2.243 -0.645 2.391
H -4.008 -0.730 2.401
H -4.178 -1.032 -0.953
H -5.186 -1.493 0.426
H -4.505 -2.730 -0.613
H -3.136 -3.140 -2.222
H -3.330 -2.802 -4.621
H -2.030 -1.016 -5.726
H -0.528 0.409 -4.414
H 1.983 0.785 -3.321
H 2.564 3.055 -4.148
H 1.069 4.954 -3.632
H -0.839 4.657 -2.156
H -1.268 3.677 0.932
H -4.164 2.763 1.203
H -3.293 3.816 2.315
H -2.753 2.166 2.091
H -3.730 4.686 -0.603
H -2.067 5.244 -0.831
H -2.885 5.521 0.693
H -3.042 0.892 -2.360
H -4.922 2.836 -0.946
H -4.653 1.166 -0.432
H -5.349 1.509 -2.015
H -3.327 3.916 -2.701
H -4.060 2.683 -3.725
H -2.306 2.829 -3.646
S 0.994 -3.361 2.849
S -0.312 -3.091 4.344
S -0.714 -1.178 4.589
S 1.070 -0.741 2.084
N 0.714 1.946 0.899
P 1.601 2.841 1.826
N 1.951 4.337 1.136
C 3.111 5.162 1.428
C 2.697 6.606 1.706
C 2.074 7.248 0.462
C 1.400 6.179 -0.404
C 0.875 5.040 0.462
N 0.841 3.144 3.290
C 1.288 4.156 4.217
C 0.090 4.984 4.695
C -1.089 4.074 5.087
C -0.647 2.617 5.188
C -0.041 2.134 3.871
N 3.192 2.399 2.242
C 3.377 1.448 3.327
C 4.861 1.268 3.616
C 5.545 0.591 2.423
C 4.842 0.971 1.119
C 4.216 2.350 1.214
H 3.805 5.147 0.575
H 3.642 4.749 2.287
H 3.566 7.178 2.028
H 1.975 6.609 2.525
H 2.833 7.776 -0.119
H 1.338 7.990 0.774
H 2.097 5.778 -1.140
H 0.568 6.622 -0.953
H 0.354 4.306 -0.152
H 0.163 5.463 1.185
H 2.007 4.797 3.712
H 1.796 3.714 5.085
H -0.217 5.663 3.897
H 0.404 5.596 5.543
H -1.878 4.143 4.337
H -1.514 4.401 6.038
H -1.497 1.975 5.425
H 0.076 2.506 6.000
H -0.833 1.924 3.145
H 0.490 1.191 4.047
H 2.938 0.469 3.085
H 2.859 1.834 4.209
H 4.975 0.662 4.516
H 5.317 2.241 3.814
H 5.505 -0.491 2.548
H 6.597 0.879 2.387
H 4.032 0.267 0.917
H 5.538 0.950 0.279
H 3.762 2.628 0.259
H 5.005 3.078 1.445
C 4.494 -0.774 -2.026
Te 2.647 -1.095 -0.914
C 3.646 -2.574 0.319
H 4.620 -1.534 -2.788
H 5.343 -0.805 -1.354
H 4.448 0.198 -2.500
H 4.601 -2.184 0.654
H 3.800 -3.500 -0.228
H 3.025 -2.776 1.185

=====

[4]
18
Properties=species:S:1:pos:R:3 method="wB97M-V/def2-TZVPD" smiles=CC(C)[C@@H](C)O orbital_gap_ev=11.21 lumo_ev=0.9 homo_energy_ha=-0.3780 max_force_ha_per_bohr=0.06960 spin_multiplicity=1 total_charge=0 e_above_lowest_ev=1.135
C 1.237 1.377 -0.764
C 0.831 0.062 -0.196
C 1.137 0.011 1.360
C -0.591 -0.351 -0.473
C -1.077 -1.739 -0.022
H 0.692 1.555 -1.846
H 2.432 1.451 -0.896
H 0.938 2.286 -0.022
H 1.476 -0.745 -0.667
H 0.979 -1.009 1.748
H 2.211 0.287 1.593
H 0.526 0.702 1.960
H -0.726 -0.360 -1.541
H -1.250 -1.813 1.120
H -0.337 -2.535 -0.307
H -2.050 -1.913 -0.537
H -1.527 0.760 0.893
O -1.572 0.647 -0.117

=====

[5]
9
Properties=species:S:1:pos:R:3 method="wB97M-V/def2-TZVPD" smiles="CC(=O)C=O" orbital_gap_ev=9.41 lumo_ev=-0.5 homo_energy_ha=-0.3655 max_force_ha_per_bohr=0.01165 spin_multiplicity=1 total_charge=0 e_above_lowest_ev=0.688
C -0.910 0.724 -0.127
C 0.109 -0.306 -0.526
O 0.210 -0.791 -1.630
C 1.108 -0.761 0.545
O 1.064 -0.379 1.688
H -1.816 0.597 -0.724
H -0.501 1.720 -0.333
H -1.130 0.672 0.941
H 1.866 -1.476 0.167

=====

[6]
100
Properties=species:S:1:pos:R:3 method="wB97M-V/def2-TZVPD" orbital_gap_ev=1.36 lumo_ev=-12.9 homo_energy_ha=-0.5221 max_force_ha_per_bohr=0.18798 spin_multiplicity=1 total_charge=+3 e_above_lowest_ev=3.292
Hf 2.298 -0.789 3.422
C 1.245 1.057 0.250
O 1.553 0.284 1.379
H 0.734 1.941 0.629
H 2.043 1.526 -0.327
H 0.556 0.611 -0.467
O 3.858 -1.503 1.763
P 4.554 -1.842 0.476
N 5.711 -0.617 0.048
C 7.004 -0.533 0.683
C 5.462 0.580 -0.808
N 3.591 -2.069 -0.953
C 4.164 -2.070 -2.305
C 2.279 -2.696 -0.847
N 5.462 -3.280 0.583
C 5.815 -3.791 1.976
C 6.455 -3.665 -0.464
H 7.167 -1.332 1.407
H 7.074 0.362 1.301
H 7.851 -0.485 -0.002
H 4.484 0.574 -1.290
H 6.173 0.656 -1.631
H 5.490 1.446 -0.147
H 4.281 -3.105 -2.627
H 3.498 -1.598 -3.027
H 5.158 -1.632 -2.389
H 1.715 -2.499 -1.759
H 2.405 -3.778 -0.828
H 1.709 -2.314 0.000
H 4.940 -3.939 2.609
H 6.143 -4.825 1.870
H 6.660 -3.283 2.441
H 6.249 -3.349 -1.486
H 6.715 -4.724 -0.476
H 7.380 -3.119 -0.278
O -2.006 2.351 -4.775
P -3.313 1.992 -4.140
N -3.130 0.851 -2.850
C -4.137 -0.045 -2.304
C -1.988 1.067 -1.894
N -4.409 1.265 -5.264
C -5.805 0.936 -5.022
C -3.960 1.003 -6.665
N -4.221 3.218 -3.386
C -4.196 3.461 -1.898
C -4.478 4.506 -4.095
H -4.744 -0.499 -3.088
H -4.715 0.625 -1.667
H -3.656 -0.834 -1.727
H -2.379 1.575 -1.013
H -1.160 1.641 -2.311
H -1.554 0.124 -1.562
H -6.490 1.248 -5.809
H -5.935 -0.141 -4.916
H -6.062 1.406 -4.073
H -4.656 0.280 -7.089
H -4.101 1.906 -7.260
H -2.912 0.713 -6.744
H -4.856 4.249 -1.534
H -4.612 2.563 -1.442
H -3.172 3.664 -1.584
H -5.368 4.511 -4.725
H -3.664 4.672 -4.800
H -4.522 5.370 -3.432
O -0.131 -0.664 3.458
P -1.647 -0.573 3.363
N -2.196 -1.136 1.827
C -1.429 -2.118 1.190
C -3.576 -1.072 1.361
N -2.414 0.968 3.415
C -2.254 1.576 4.806
C -2.062 1.968 2.354
N -2.523 -1.588 4.473
C -3.932 -1.544 4.644
C -1.964 -2.902 4.849
H -1.415 -3.064 1.731
H -0.409 -1.737 1.132
H -1.856 -2.362 0.218
H -3.907 -0.033 1.357
H -4.217 -1.627 2.046
H -3.683 -1.334 0.308
H -2.823 0.981 5.520
H -1.232 1.514 5.179
H -2.632 2.598 4.831
H -2.766 2.788 2.498
H -1.069 2.405 2.470
H -2.196 1.654 1.319
H -4.248 -2.448 4.122
H -4.211 -1.700 5.686
H -4.202 -0.587 4.197
H -2.622 -3.641 4.390
H -1.966 -3.008 5.934
H -0.957 -3.011 4.447
C 3.738 3.275 1.920
N 4.643 2.315 2.516
O 5.801 2.628 2.648
O 4.149 1.206 2.724
H 2.779 3.197 2.433
H 3.574 2.942 0.895
H 4.181 4.257 2.082

=====

[7]
35
Properties=species:S:1:pos:R:3 method="wB97M-V/def2-TZVPD" orbital_gap_ev=7.38 lumo_ev=0.4 homo_energy_ha=-0.2561 max_force_ha_per_bohr=0.00770 spin_multiplicity=1 total_charge=0 e_above_lowest_ev=0.000
Au 1.256 -1.404 -1.524
C -2.883 -2.889 -0.258
C -1.479 -2.678 -0.562
N -0.380 -2.435 -0.764
H -3.243 -2.008 0.271
H -3.010 -3.781 0.352
H -3.441 -2.998 -1.186
C 0.597 2.960 -0.536
C -0.534 2.069 -1.020
S -1.053 0.848 0.206
O -2.147 0.043 -0.427
C -1.872 1.942 1.401
C -3.100 2.651 0.856
H 0.931 3.596 -1.355
H 1.455 2.370 -0.218
H 0.291 3.609 0.286
H -0.200 1.451 -1.854
H -1.416 2.625 -1.336
H -1.107 2.625 1.772
H -2.139 1.276 2.224
H -2.834 3.486 0.209
H -3.700 3.046 1.675
H -3.713 1.952 0.286
Te 2.950 0.193 -2.517
C 4.123 0.456 -0.769
C 3.559 0.516 0.505
C 4.357 0.731 1.619
C 5.727 0.902 1.478
C 6.294 0.844 0.214
C 5.499 0.617 -0.901
H 2.492 0.378 0.628
H 3.904 0.767 2.603
H 6.348 1.073 2.348
H 7.362 0.970 0.092
H 5.956 0.559 -1.881

=====

[8]
51
Properties=species:S:1:pos:R:3 method="wB97M-V/def2-TZVPD" smiles="CN(C)S(=O)(=O)c1cccc(-c2nnc(SCc3cc(Cl)cc4c3OCOC4)n2N)c1" orbital_gap_ev=8.55 lumo_ev=0.2 homo_energy_ha=-0.3086 max_force_ha_per_bohr=0.02768 spin_multiplicity=1 total_charge=0
C -1.429 0.665 -4.323
N -2.437 1.665 -4.562
S -2.202 3.108 -3.751
O -0.828 3.473 -3.913
O -3.220 4.015 -4.192
C -2.507 2.702 -2.026
C -1.494 2.147 -1.276
C -1.749 1.761 0.042
C -3.026 1.943 0.573
C -4.028 2.506 -0.198
C -3.775 2.887 -1.506
H -4.532 3.340 -2.126
H -5.012 2.647 0.224
H -3.229 1.639 1.588
C -0.667 1.167 0.799
N 0.454 0.739 0.271
N 1.245 0.262 1.235
C 0.614 0.405 2.370
N -0.616 0.969 2.160
N -1.582 1.259 3.116
H -1.424 2.185 3.513
H -1.516 0.574 3.867
S 1.125 -0.042 3.966
C 2.679 -0.932 3.594
C 2.432 -2.021 2.605
C 1.583 -3.075 2.900
C 1.284 -4.015 1.928
C 1.812 -3.910 0.654
C 2.669 -2.864 0.350
C 2.992 -1.920 1.326
O 3.859 -0.905 1.070
C 4.025 -0.639 -0.305
O 4.333 -1.782 -1.031
C 3.254 -2.697 -1.027
H 3.660 -3.641 -1.399
H 2.467 -2.352 -1.718
H 4.878 0.038 -0.385
H 3.105 -0.158 -0.679
H 1.561 -4.636 -0.103
Cl 0.223 -5.325 2.310
H 1.140 -3.149 3.882
H 3.004 -1.308 4.564
H 3.387 -0.206 3.202
H -0.507 2.030 -1.692
C -3.798 1.195 -4.560
H -4.439 2.060 -4.706
H -3.941 0.498 -5.386
H -4.064 0.693 -3.620
H -1.435 -0.054 -5.143
H -1.587 0.130 -3.377
H -0.469 1.173 -4.298

=====

[9]
62
Properties=species:S:1:pos:R:3 method="wB97M-V/def2-TZVPD" orbital_gap_ev=7.95 lumo_ev=0.2 homo_energy_ha=-0.2862 max_force_ha_per_bohr=0.28021 spin_multiplicity=1 total_charge=0 e_above_lowest_ev=13.005
C -1.314 -0.149 3.557
O -1.231 0.237 2.419
N -0.280 -0.339 4.405
C -0.486 -0.582 5.800
C 1.096 -0.118 4.004
H -2.248 -0.429 4.069
H -0.140 0.226 6.444
H 0.090 -1.456 6.102
H -1.498 -0.875 6.080
H 1.810 -0.657 4.627
H 1.359 -0.363 2.975
H 1.207 0.961 4.113
Cl 0.454 -2.129 -0.684
C -0.270 -1.493 0.914
C -0.306 -2.456 2.146
Cl -1.107 -3.988 1.679
H -1.321 -1.313 0.689
H 0.231 -0.564 1.187
H -0.952 -2.016 2.907
H 0.659 -2.683 2.599
Cl -0.486 0.327 -1.183
C -0.891 1.512 0.064
C 0.011 1.343 1.252
Cl 1.685 1.842 0.984
H -1.921 1.370 0.389
H -0.799 2.530 -0.317
H -0.022 0.304 1.581
H -0.286 1.957 2.102
Cl -5.243 0.185 -0.007
C -4.109 -1.048 -0.785
C -3.512 -2.035 0.173
Cl -3.041 -1.304 1.723
H -3.333 -0.445 -1.256
H -4.677 -1.456 -1.622
H -2.698 -2.699 -0.117
H -4.359 -2.707 0.305
C -1.182 1.208 -4.225
C -0.446 -0.104 -4.530
O 0.931 0.186 -4.934
P 2.097 0.143 -3.736
O 3.518 0.039 -4.188
O 1.728 1.488 -2.906
C 2.658 2.568 -2.896
C 2.433 3.283 -1.528
O 1.556 -1.076 -2.767
C 2.290 -1.503 -1.576
C 2.384 -0.303 -0.576
H -0.644 1.605 -3.364
H -1.104 1.995 -4.975
H -2.230 1.006 -4.002
H -0.547 -0.759 -3.665
H -1.023 -0.601 -5.310
H 3.671 2.215 -3.088
H 2.331 3.212 -3.712
H 2.469 2.547 -0.724
H 3.284 3.953 -1.409
H 1.477 3.798 -1.438
H 1.683 -2.281 -1.112
H 3.305 -1.890 -1.663
H 2.789 -0.644 0.377
H 3.098 0.342 -1.087
H 1.409 0.086 -0.282

=====

[10]
14
Properties=species:S:1:pos:R:3 method="wB97M-V/def2-TZVPD" orbital_gap_ev=8.81 lumo_ev=0.5 homo_energy_ha=-0.3063 max_force_ha_per_bohr=0.18698 spin_multiplicity=1 total_charge=0 e_above_lowest_ev=8.784
C -0.497 -0.270 -0.235
C 2.856 -0.570 0.096
H -1.942 1.597 -0.916
H -2.034 1.961 0.562
H 0.513 1.466 -0.090
H 3.739 0.152 -0.036
H 3.225 -1.622 0.966
H -3.089 -1.983 0.163
N -1.319 1.792 -0.036
N -0.328 1.042 0.161
N 1.805 -0.001 -0.420
N -1.697 -0.597 0.012
O 0.706 -0.907 -0.144
O -1.939 -2.060 -0.082